Record 1
{
  "formula": "C26H56BrInO5PV",
  "method": "ωB97M-V/def2-TZVPD",
  "gap_ev": 3.3,
  "symbols": ["C", "C", "C", "C", "C", "C", "C", "C", "C", "C", "C", "C", "C", "C", "C", "C", "In", "C", "C", "C", "Br", "C", "C", "C", "P", "O", "O", "C", "C", "O", "C", "C", "H", "H", "H", "H", "H", "H", "H", "H", "H", "H", "H", "H", "H", "H", "H", "H", "H", "H", "H", "H", "H", "H", "H", "H", "H", "H", "H", "H", "H", "H", "H", "H", "H", "H", "H", "H", "H", "H", "H", "H", "H", "H", "H", "H", "H", "H", "H", "H", "H", "H", "H", "H", "H", "H", "H", "H", "O", "V", "O"],
  "xyz": [[0.0970, -3.6450, 4.2651], [1.1150, -3.8710, 2.9714], [0.2646, -3.3748, 1.6327], [1.2808, -2.9646, 0.3738], [1.4301, -4.1958, -0.7057], [1.4004, -3.6791, -2.2894], [2.9403, -3.3612, -2.7558], [3.2227, -1.7631, -2.4704], [4.7148, -1.5054, -1.8124], [4.6614, -1.2362, -0.1693], [6.1496, -0.6863, 0.2595], [6.0892, 0.6438, 1.2670], [5.2098, 1.8618, 0.5711], [3.8929, 2.0871, 1.5237], [2.6963, 2.9260, 0.7427], [1.4353, 3.0044, 1.8226], [-0.5812, 3.3817, 0.8215], [-0.9850, 5.6344, 0.7439], [-2.2230, 5.8940, -0.3058], [-1.6873, 5.7163, -1.8515], [-2.6083, 7.1170, -2.9704], [-2.1273, 2.2699, 2.0804], [-3.6482, 2.4011, 1.4812], [-4.1881, 0.9143, 1.0348], [-3.8459, 0.4722, -0.8079], [-2.7701, 1.5634, -1.3107], [-5.2809, 0.7487, -1.7546], [-6.1191, -0.4533, -1.8746], [-7.4119, -0.4170, -0.8143], [-3.0904, -1.0793, -1.0442], [-3.5035, -2.0662, -0.0346], [-3.7932, -3.5050, -0.8354], [-0.3054, -2.5275, 4.1519], [0.6097, -3.8220, 5.3035], [-0.8364, -4.3654, 4.1242], [1.2433, -5.0440, 2.8422], [2.1451, -3.3228, 3.0967], [-0.3853, -2.4229, 1.8753], [-0.4636, -4.2588, 1.3600], [2.3267, -2.7103, 0.8896], [0.8844, -1.9870, -0.1348], [0.5612, -5.0016, -0.5854], [2.4363, -4.7665, -0.4567], [0.7113, -2.7378, -2.4202], [1.0209, -4.5998, -2.9225], [3.0967, -3.6135, -3.8980], [3.6868, -4.0412, -2.1374], [2.3402, -1.3744, -1.7869], [3.1706, -1.1848, -3.4983], [5.1537, -0.5304, -2.3209], [5.4580, -2.3805, -2.0554], [4.4846, -2.2684, 0.3538], [3.7792, -0.5112, 0.0894], [6.6746, -1.5804, 0.8504], [6.8533, -0.4497, -0.6604], [7.1783, 1.0190, 1.4820], [5.5375, 0.2936, 2.2478], [5.8502, 2.8630, 0.5846], [4.9515, 1.6389, -0.5564], [3.4410, 1.0304, 1.7675], [4.1777, 2.6680, 2.5078], [3.0590, 4.0077, 0.4680], [2.3035, 2.3767, -0.2160], [1.6092, 3.8248, 2.6513], [1.3844, 1.9608, 2.3749], [-0.4708, 2.7796, -0.8874], [-0.0079, 6.1166, 0.3001], [-1.2175, 5.9799, 1.8558], [-2.7283, 6.9541, -0.0972], [-3.1026, 5.1082, -0.1710], [-0.5250, 5.8505, -1.8277], [-1.9323, 4.6114, -2.2075], [-1.8811, 1.1127, 2.1277], [-2.1222, 2.6757, 3.1923], [-3.7657, 3.1867, 0.6191], [-4.3467, 2.7906, 2.3675], [-3.7796, 0.0665, 1.7504], [-5.3727, 0.9097, 1.1632], [-5.5406, -1.4703, -1.8517], [-6.6261, -0.3946, -2.9535], [-8.0383, -1.3930, -1.0530], [-8.0694, 0.5081, -1.1743], [-7.0746, -0.3349, 0.3063], [-2.5716, -2.2447, 0.6702], [-4.4941, -1.8124, 0.5340], [-4.9454, -3.7791, -0.6906], [-3.6618, -3.3846, -2.0154], [-3.1930, -4.4058, -0.3910], [0.3242, 2.9934, -3.1673], [-0.4694, 1.8515, -4.2408], [-1.2629, 0.7096, -5.3143]],
  "forces_ev_per_angstrom": [[-0.044, 0.399, -1.005], [-1.670, -0.558, -0.016], [0.748, 0.283, 0.041], [-0.254, -0.547, 0.873], [-0.233, 0.100, -0.151], [1.079, -1.454, 0.435], [-0.461, 0.513, 0.003], [0.510, -0.537, -0.379], [-0.649, 0.984, 0.167], [0.899, -0.483, -1.280], [0.377, -0.140, 1.211], [-0.254, -0.556, -1.069], [0.467, 0.327, 1.072], [-0.493, 0.264, -1.537], [-0.434, -0.085, 1.424], [1.977, -1.141, 0.115], [-0.424, 0.075, 1.929], [-0.867, 0.807, -1.098], [-0.419, 0.085, 0.362], [0.340, -1.002, 1.926], [0.792, -1.142, 0.461], [-0.902, -0.502, 0.729], [-0.110, 0.007, 0.782], [-1.776, -0.465, 0.822], [3.995, 4.209, -2.288], [-3.411, -3.656, 1.282], [2.219, -2.872, 2.063], [-2.474, -0.597, -0.829], [0.395, 0.083, -1.555], [-3.006, 2.340, 1.732], [0.377, -2.641, -0.271], [-1.339, 0.160, -0.096], [0.877, -2.415, 0.637], [-1.063, 0.360, -2.052], [2.014, 1.500, 0.448], [0.211, 2.515, 0.322], [-2.100, -1.068, -0.271], [1.267, -1.862, -0.227], [1.387, 1.829, 0.306], [-2.259, -0.494, -1.369], [0.698, -1.922, 0.862], [1.719, 1.904, -0.023], [-2.037, 1.120, -0.774], [1.263, -1.964, 0.201], [0.491, 2.020, 1.173], [-0.314, 0.564, 2.302], [-1.554, 1.449, -1.249], [2.071, -0.583, -1.252], [-0.005, -1.135, 2.089], [-0.792, -1.946, 1.146], [-1.522, 1.605, 0.481], [0.176, 2.007, -0.882], [1.785, -1.277, -0.508], [-0.961, 2.015, -1.236], [-1.699, -0.421, 1.712], [-2.115, -0.872, -0.216], [1.311, 0.850, -1.813], [-1.348, -2.109, -0.102], [0.304, 0.299, 2.336], [0.902, 2.054, -0.217], [-0.524, -1.323, -1.915], [-0.701, -2.114, 0.407], [1.096, 0.988, 1.767], [-0.521, -1.383, -1.676], [-0.013, 2.064, -1.080], [0.578, 0.131, -1.396], [-1.880, -0.782, 1.113], [0.506, -0.758, -2.377], [1.259, -2.160, -0.749], [1.847, 1.640, -0.080], [-2.318, 0.012, -0.555], [0.425, 2.598, 0.420], [-0.252, 2.358, 0.003], [-0.003, -0.914, -2.219], [0.270, -1.786, 1.505], [1.264, -1.047, -1.997], [-0.683, 1.836, -1.515], [2.456, -0.119, -0.364], [-0.824, 2.060, 0.188], [1.299, -0.088, 2.310], [1.301, 1.978, 0.828], [1.451, -1.949, 1.183], [-0.835, -0.223, -2.247], [-2.136, 0.596, -1.164], [2.084, -0.138, -0.940], [2.452, 0.545, -0.266], [0.100, -0.235, 2.755], [-0.937, 1.890, -1.013], [-0.740, -1.115, -0.898], [-2.109, -1.983, -0.070], [2.424, 3.138, 2.362]],
  "mulliken_charge": [-0.816, -0.364, -0.305, 0.657, -0.578, -0.619, -0.659, -0.179, -0.903, 0.214, -0.770, -0.626, -0.456, -0.600, -0.349, -0.774, 0.795, -0.897, -0.361, -0.281, -0.227, -0.816, -0.092, -0.713, 0.774, -0.639, -0.323, -0.162, -0.809, -0.301, 0.288, -1.056, 0.173, 0.311, 0.229, 0.214, 0.273, -0.180, 0.262, -0.544, 0.102, 0.348, 0.251, 0.233, 0.315, 0.316, 0.299, -0.002, 0.325, 0.355, 0.284, 0.162, -0.038, 0.321, 0.310, 0.309, 0.278, 0.409, 0.201, 0.180, 0.272, 0.229, 0.228, 0.301, 0.251, -0.088, 0.291, 0.294, 0.394, 0.139, 0.294, 0.174, 0.109, 0.309, -0.018, 0.338, 0.415, 0.171, 0.114, 0.300, 0.313, 0.260, 0.222, -0.141, 0.245, 0.301, 0.259, 0.287, -0.725, 1.505, -0.797]
}

---

Record 2
{
  "formula": "C26H58Cl40N2SSiTa",
  "method": "ωB97M-V/def2-TZVPD",
  "charge": -1,
  "gap_ev": 5.9,
  "symbols": ["C", "C", "N", "Ta", "N", "C", "S", "Si", "C", "C", "C", "H", "H", "H", "H", "H", "H", "H", "H", "H", "H", "H", "H", "H", "H", "H", "H", "H", "H", "C", "Cl", "Cl", "H", "H", "C", "Cl", "Cl", "H", "H", "C", "Cl", "Cl", "H", "H", "C", "Cl", "Cl", "H", "H", "C", "Cl", "Cl", "H", "H", "C", "Cl", "Cl", "H", "H", "C", "Cl", "Cl", "H", "H", "C", "Cl", "Cl", "H", "H", "C", "Cl", "Cl", "H", "H", "C", "Cl", "Cl", "H", "H", "C", "Cl", "Cl", "H", "H", "C", "Cl", "Cl", "H", "H", "C", "Cl", "Cl", "H", "H", "C", "Cl", "Cl", "H", "H", "C", "Cl", "Cl", "H", "H", "C", "Cl", "Cl", "H", "H", "C", "Cl", "Cl", "H", "H", "C", "Cl", "Cl", "H", "H", "C", "Cl", "Cl", "H", "H", "C", "Cl", "Cl", "H", "H"],
  "xyz": [[-1.8414, 4.4312, 0.0082], [-0.9986, 3.8277, 1.1324], [0.3329, 3.3403, 0.7355], [0.2714, 1.6695, -0.5858], [2.4022, 1.8063, -1.0629], [3.0445, 2.5891, -0.4427], [4.1450, 3.2393, 0.5433], [-0.1133, -0.1981, -2.4935], [-1.7298, 0.1474, -3.4080], [-0.1699, -1.9060, -1.6610], [1.3054, -0.0303, -3.7428], [-2.5696, 3.7064, -0.3598], [-1.2341, 4.7419, -0.8436], [-2.4009, 5.2923, 0.3733], [-1.5584, 2.9951, 1.5588], [-0.9362, 4.6083, 1.9047], [0.7292, 4.1621, 0.2652], [-0.0474, 2.8188, -2.0277], [-1.5128, 1.4629, -0.2805], [0.6021, 0.3566, 0.6696], [-2.4304, 0.5762, -2.6910], [-2.1945, -0.7601, -3.8027], [-1.5757, 0.8678, -4.2099], [0.8086, -2.3885, -1.7052], [-0.8853, -2.5850, -2.1340], [-0.4463, -1.7908, -0.6138], [1.1145, -0.5315, -4.6942], [2.2667, -0.3632, -3.3471], [1.3992, 1.0386, -3.9503], [-5.3093, 5.9572, 2.2240], [-3.6936, 6.6651, 2.1598], [-5.2151, 4.2052, 2.0550], [-5.7403, 6.1847, 3.1927], [-5.9121, 6.3658, 1.4213], [4.2474, 4.0333, -3.2125], [4.1358, 5.8004, -3.1310], [4.0724, 3.4186, -4.8638], [5.2184, 3.7372, -2.8342], [3.4512, 3.6132, -2.6087], [0.8805, 0.4790, 3.8843], [0.9706, 0.3121, 5.6577], [0.8723, -1.0679, 3.0633], [-0.0376, 1.0047, 3.6472], [1.7427, 1.0469, 3.5525], [5.2006, 4.2109, -8.4651], [3.8235, 3.1097, -8.4378], [5.5171, 4.8720, -10.0785], [4.9872, 5.0340, -7.7929], [6.0796, 3.6651, -8.1434], [-1.5404, -2.1081, -7.2259], [-0.9398, -3.1543, -5.9305], [-1.5920, -0.4104, -6.7423], [-0.8764, -2.1964, -8.0746], [-2.5447, -2.4267, -7.4817], [-1.5196, 1.4944, 8.4330], [-2.9331, 1.4710, 7.3742], [-1.4168, 2.9788, 9.3914], [-1.5863, 0.6548, 9.1148], [-0.6326, 1.4304, 7.8137], [4.2007, -2.6720, -2.6223], [3.0735, -4.0311, -2.7774], [4.4287, -1.8172, -4.1491], [3.8029, -1.9718, -1.8961], [5.1583, -3.0607, -2.2973], [-0.8704, -5.6498, -0.9653], [-2.4877, -6.2245, -1.3969], [-0.9086, -4.1654, -0.0133], [-0.3844, -6.4238, -0.3736], [-0.3238, -5.4491, -1.8793], [-1.5656, -3.1835, 3.4787], [-0.8921, -1.6401, 4.0035], [-3.2507, -3.3922, 3.9868], [-1.5409, -3.2208, 2.3970], [-0.9770, -3.9800, 3.9109], [0.6715, 5.2609, 6.5825], [2.2473, 5.9650, 6.9722], [0.7055, 3.4969, 6.5499], [-0.0377, 5.5727, 7.3411], [0.3737, 5.6104, 5.6006], [5.3514, -0.4292, 0.7550], [3.9698, -1.5254, 0.8550], [6.0398, -0.3218, -0.8737], [5.0165, 0.5652, 1.0293], [6.1249, -0.7932, 1.4219], [-5.0095, -2.2391, 0.9520], [-3.4714, -1.4616, 0.5699], [-5.8844, -2.7733, -0.4945], [-4.8214, -3.1024, 1.5796], [-5.6289, -1.5150, 1.4666], [0.8454, -4.5487, -9.4735], [1.6083, -3.4404, -8.3237], [-0.8928, -4.2659, -9.6741], [1.3162, -4.4192, -10.4413], [0.9814, -5.5600, -9.1086], [2.0104, -0.4834, -10.5780], [0.6753, -0.3072, -9.4461], [1.5273, -0.2220, -12.2644], [2.7718, 0.2459, -10.3256], [2.3973, -1.4930, -10.4903], [2.0580, -2.8264, 7.3780], [1.6700, -2.1575, 8.9721], [3.4009, -3.9783, 7.4541], [1.1851, -3.3464, 7.0016], [2.3361, -2.0111, 6.7203], [5.6119, -4.7494, 10.2102], [7.2186, -4.1090, 10.5828], [5.5951, -6.5169, 10.1270], [4.9310, -4.4393, 10.9942], [5.2979, -4.3615, 9.2490], [-9.4391, -2.2657, 0.9337], [-8.3198, -1.4029, 1.9959], [-9.6387, -1.4735, -0.6332], [-9.0430, -3.2606, 0.7641], [-10.4077, -2.3048, 1.4185], [0.7984, -7.6512, 2.6715], [-0.2081, -6.2036, 2.7727], [0.5526, -8.5770, 1.1868], [1.8358, -7.3415, 2.7157], [0.5464, -8.2933, 3.5073], [-6.3384, 0.9836, 4.7724], [-7.1526, 2.3341, 3.9818], [-5.8313, -0.2570, 3.6204], [-5.4467, 1.3679, 5.2546], [-7.0080, 0.5333, 5.4961], [0.7310, 7.5201, -2.0872], [1.4420, 6.4917, -0.8512], [0.8312, 9.2468, -1.6878], [1.2692, 7.3542, -3.0140], [-0.3153, 7.2563, -2.1917]],
  "forces_ev_per_angstrom": [[-0.308, 0.027, -0.208], [-0.314, 0.291, 0.565], [-1.333, -0.245, -1.821], [1.340, 1.516, 1.347], [-0.893, 0.797, -0.073], [1.073, -1.520, 0.734], [-0.236, 0.634, -0.297], [-0.067, 0.766, 0.334], [-0.194, -0.348, 0.243], [0.011, 0.346, -0.663], [-0.125, -0.056, -0.054], [0.105, -0.036, -0.143], [0.083, -0.009, 0.067], [0.049, -0.033, -0.088], [0.026, 0.029, 0.198], [0.311, -0.191, 0.181], [0.544, -0.355, 0.299], [-0.087, -0.473, -0.257], [0.149, -0.142, -0.008], [-0.072, -0.461, -0.354], [-0.063, 0.081, -0.006], [0.048, 0.043, -0.196], [-0.023, 0.023, -0.009], [0.083, 0.003, 0.111], [-0.003, 0.087, -0.037], [0.035, 0.121, -0.139], [0.045, -0.152, -0.034], [-0.081, 0.007, 0.010], [0.036, 0.026, -0.041], [0.079, -0.130, 0.122], [-0.018, 0.377, 0.120], [-0.068, 0.025, -0.165], [0.001, 0.001, -0.028], [0.068, -0.030, -0.041], [-0.053, -0.076, 0.104], [0.069, 0.001, -0.095], [0.015, 0.046, -0.023], [-0.013, 0.022, -0.004], [-0.009, 0.042, -0.132], [0.142, 0.188, -0.444], [0.108, -0.076, 0.247], [10.749, 3.717, -5.132], [-0.111, 0.015, -0.035], [-0.052, -0.040, 0.071], [0.052, 0.023, 0.139], [-0.056, -0.051, -0.060], [-0.009, -0.012, -0.001], [-0.010, -0.013, -0.026], [-0.017, 0.007, -0.025], [-0.041, 0.087, 0.051], [-0.059, 0.017, 0.046], [-0.006, -0.031, -0.137], [0.020, 0.013, 0.075], [0.009, 0.012, 0.034], [0.103, -0.050, 0.010], [-0.017, 0.008, -0.019], [-0.054, -0.006, 0.042], [-0.031, 0.025, -0.012], [-0.039, 0.020, -0.003], [-0.025, 0.084, 0.075], [0.003, -0.040, -0.005], [0.156, -0.079, -0.093], [-0.070, -0.048, -0.055], [-0.023, -0.001, -0.012], [0.179, -0.130, 0.251], [-0.042, -0.006, -0.002], [-0.229, -0.743, 0.315], [-0.086, 0.111, -0.114], [-0.020, 0.061, -0.031], [-0.390, 0.533, 0.431], [-9.941, -4.103, 4.974], [-0.578, -0.410, 0.019], [-0.029, 0.083, -0.082], [0.034, 0.021, 0.138], [-0.152, 0.072, 0.028], [-0.005, -0.018, 0.007], [0.121, 0.041, -0.135], [0.030, -0.018, 0.001], [0.044, -0.017, 0.004], [0.023, 0.116, 0.110], [0.006, -0.017, -0.044], [-0.005, -0.037, -0.049], [-0.038, 0.028, -0.014], [-0.027, 0.004, -0.030], [0.073, 0.050, 0.095], [0.027, -0.011, -0.012], [-0.011, -0.023, 0.002], [0.040, -0.017, -0.059], [-0.014, -0.071, -0.167], [0.111, -0.054, 0.004], [0.028, -0.163, -0.119], [0.077, -0.102, -0.096], [-0.022, 0.025, 0.016], [-0.036, 0.027, 0.023], [0.129, -0.076, 0.061], [-0.093, 0.212, -0.039], [-0.013, -0.012, 0.013], [-0.033, 0.023, -0.032], [-0.014, 0.019, -0.002], [-0.068, 0.092, -0.040], [0.001, -0.002, -0.063], [-0.046, -0.040, -0.096], [0.007, -0.003, 0.033], [0.022, -0.015, 0.031], [-0.043, 0.041, -0.008], [-0.010, -0.010, -0.002], [0.001, -0.003, 0.001], [0.022, -0.016, -0.007], [0.072, 0.001, 0.076], [-0.004, -0.078, 0.015], [-0.198, -0.035, -0.066], [-0.005, 0.019, 0.001], [0.029, 0.040, -0.027], [0.022, 0.014, -0.004], [0.096, -0.036, 0.260], [0.008, -0.154, -0.135], [-0.041, 0.037, -0.056], [-0.011, -0.011, -0.048], [0.011, 0.002, -0.021], [0.163, 0.021, 0.103], [-0.205, -0.118, 0.113], [0.130, 0.087, 0.223], [-0.008, -0.006, -0.007], [-0.037, 0.004, -0.069], [-0.080, -0.118, -0.163], [0.069, 0.041, 0.174], [0.005, -0.028, 0.009], [0.014, 0.024, 0.031], [0.013, 0.029, 0.024]],
  "mulliken_charge": [-0.515, -0.402, -0.432, 0.346, -0.521, 0.374, -0.412, 0.931, -0.947, -0.808, -0.589, 0.190, 0.163, 0.021, 0.302, 0.294, -0.046, -0.307, -0.200, -0.277, 0.318, 0.342, 0.149, 0.298, 0.408, -0.048, 0.277, -0.097, 0.198, -0.300, -0.147, -0.095, 0.268, 0.282, 0.379, -0.181, -0.125, 0.289, -0.352, -0.496, -0.179, 0.062, 0.334, 0.418, -0.286, -0.119, -0.181, 0.290, 0.291, 0.271, -0.097, -0.138, -0.446, 0.352, 0.074, -0.080, -0.167, 0.314, -0.156, 0.233, -0.167, -0.147, -0.303, 0.343, 0.127, -0.203, 0.067, -0.152, 0.205, 0.520, -0.180, -0.203, -0.429, 0.147, -0.266, -0.169, -0.015, 0.249, 0.225, -0.094, -0.087, -0.148, -0.075, 0.384, 0.297, 0.008, -0.206, 0.201, -0.267, -0.299, -0.110, -0.139, 0.273, 0.311, -0.126, -0.057, -0.187, 0.228, 0.150, 0.035, -0.184, -0.188, 0.227, 0.098, 0.099, -0.162, -0.159, 0.263, -0.039, -0.370, -0.047, -0.154, 0.252, 0.330, -0.411, -0.039, -0.169, 0.294, 0.313, -0.166, -0.147, -0.064, 0.039, 0.315, -0.244, -0.083, -0.195, 0.268, 0.263]
}